[1]
10
Properties=species:S:1:pos:R:3:forces:R:3:lowdin_charge:R:1 method="wB97M-V/def2-TZVPD" orbital_gap_ev=8.05 total_energy_ev=-7737.946 fmax_ev_per_a=1.04 lumo_energy_ev=0.464
N 1.191 0.065 -0.462 0.0295 0.1420 -0.0894 0.1666
C -0.001 -0.862 0.401 -0.2497 -0.3685 0.0890 -0.4352
O 0.427 -1.919 0.790 -0.1731 0.2453 -0.2707 0.0253
C -1.127 -0.145 0.150 -0.1964 -0.5147 0.5598 -0.2102
O -1.072 1.256 -0.009 -0.1055 -0.0640 0.1053 -0.0894
H 1.968 -0.546 -0.701 -0.2424 0.1193 0.0226 0.1260
H 1.496 0.949 -0.069 -0.0584 -0.0876 -0.0747 0.1162
H 0.512 0.203 -1.215 0.9581 0.3502 -0.2080 0.1109
H -2.097 -0.603 0.248 -0.0874 0.0068 0.2708 0.0987
H -1.298 1.602 0.867 0.1253 0.1713 -0.4048 0.0910

***

[2]
56
Properties=species:S:1:pos:R:3:forces:R:3:lowdin_charge:R:1 method="wB97M-V/def2-TZVPD" orbital_gap_ev="3.19 / 3.24" total_energy_ev=-62517.761 fmax_ev_per_a=1.39 charge=-2 lumo_energy_ev="4.463 / 4.462"
Ti 0.231 -0.881 0.972 1.0313 -0.9239 0.0887 1.0789
O 4.053 -1.337 2.156 0.1149 -0.1139 0.0289 -0.0367
C 3.052 -1.147 1.457 -0.1191 0.1952 -0.0637 -0.6005
O 1.828 -1.527 1.855 -0.3336 0.3077 -0.0991 -0.1783
C 3.006 -0.476 0.184 0.1191 -0.2140 -0.1415 -0.2561
C 4.107 0.090 -0.418 -0.0550 -0.0232 0.2537 -0.0793
C 4.025 0.787 -1.609 -0.0043 0.1350 -0.1024 -0.1173
C 2.774 0.771 -2.308 -0.0099 -0.0598 0.0583 -0.2180
C 2.604 1.334 -3.578 0.0235 0.0075 -0.0218 -0.1010
C 1.396 1.267 -4.269 -0.0775 -0.0387 0.0170 -0.1627
C 0.331 0.589 -3.704 0.0222 0.0597 -0.0889 -0.1468
C 0.471 0.013 -2.437 -0.0071 -0.0732 0.0097 -0.0648
C 1.642 0.136 -1.693 0.0329 -0.0166 -0.1332 -0.2422
N 1.694 -0.339 -0.378 -0.4800 -0.0631 0.5559 -0.0246
H 5.048 -0.021 0.110 -0.0024 -0.0053 0.0006 0.1033
H 4.896 1.234 -2.075 0.0050 -0.0161 -0.0152 0.0617
H 3.456 1.835 -4.030 0.0014 0.0027 0.0024 0.0865
H 1.304 1.727 -5.248 -0.0115 0.0048 -0.0056 0.0727
H -0.610 0.491 -4.234 -0.0036 0.0041 -0.0141 0.0751
H -0.353 -0.539 -2.008 0.0188 -0.0077 -0.0079 0.0903
C -0.787 2.198 3.925 0.0090 -0.0129 0.0063 -0.0090
C -0.910 1.380 2.661 0.4435 -0.1979 -0.1273 -0.3531
O 0.049 0.639 2.385 -0.5963 0.5218 0.4198 -0.0336
C -2.089 1.501 1.827 -0.0483 -0.0200 -0.0161 -0.1052
C -3.188 2.269 2.262 -0.0163 -0.0249 -0.0317 -0.0579
C -4.318 2.427 1.496 0.0596 -0.0140 0.0257 -0.1241
C -4.364 1.810 0.234 0.0814 -0.0648 -0.0448 -0.1019
C -3.310 1.068 -0.231 -0.1253 0.0659 -0.0513 0.0014
C -2.129 0.880 0.539 0.1937 -0.0718 -0.0163 -0.3251
O -1.158 0.204 0.040 -0.4239 0.4152 0.0492 -0.1478
H 0.209 2.038 4.329 -0.0073 -0.0016 0.0017 0.0873
H -1.531 1.876 4.659 0.0159 0.0134 -0.0198 0.0845
H -0.940 3.260 3.727 0.0060 -0.0188 -0.0055 0.0840
H -3.144 2.742 3.235 0.0030 -0.0013 -0.0016 0.0955
H -5.152 3.016 1.854 0.0057 -0.0033 0.0068 0.0818
H -5.247 1.925 -0.385 0.0101 -0.0054 -0.0048 0.0922
H -3.330 0.594 -1.204 -0.0126 0.0108 0.0054 0.1161
N -1.123 -2.005 1.989 0.1611 0.2725 0.0097 -0.0743
C -0.757 -2.656 0.879 0.1050 -0.0853 -0.6216 -0.3317
H -1.536 -2.447 2.798 0.0532 -0.0637 -0.0264 0.0429
N 0.964 3.362 -1.100 0.0243 0.0358 -0.0155 -0.0625
N 0.649 3.150 0.288 -0.0623 0.0685 0.0602 -0.0662
H 0.781 2.512 -1.632 -0.0200 0.0411 0.0052 0.0315
H 1.968 3.487 -1.144 0.0013 -0.0107 -0.0033 0.0466
H 0.847 2.187 0.553 0.0685 -0.0771 -0.0823 0.0342
H -0.352 3.274 0.376 -0.0040 -0.0102 -0.0162 0.0389
C 1.051 -4.203 -0.973 0.0459 0.0865 -0.0103 -0.1243
O -0.327 -3.922 -1.083 -0.0659 -0.1955 0.1168 -0.1835
C -0.965 -3.775 0.178 -0.2387 0.2412 -0.0129 -0.3965
C -2.047 -4.792 0.377 0.1014 -0.0373 0.0349 -0.0792
H 1.582 -3.399 -0.453 0.0054 -0.0156 -0.0035 0.0699
H 1.450 -4.292 -1.986 -0.0133 0.0000 0.0021 0.0759
H 1.223 -5.145 -0.431 -0.0077 0.0148 0.0102 0.0779
H -1.670 -5.823 0.385 0.0070 -0.0052 0.0036 0.0549
H -2.780 -4.728 -0.439 -0.0285 -0.0513 0.0287 0.0612
H -2.572 -4.621 1.320 0.0045 0.0399 0.0028 0.0589

***

[3]
6
Properties=species:S:1:pos:R:3:forces:R:3:lowdin_charge:R:1 method="wB97M-V/def2-TZVPD" orbital_gap_ev="7.32 / 7.24" total_energy_ev=-17364.689 fmax_ev_per_a=4.49 lumo_energy_ev="-1.335 / -1.298"
N -0.735 1.205 0.605 0.8991 -0.0412 -0.0389 -0.2461
N -0.980 1.988 1.354 -0.6380 1.0813 0.4917 0.2206
N -0.423 0.186 0.022 -2.5354 -1.0649 3.2006 -0.0342
O 1.222 -1.766 -1.320 -0.2610 0.1726 0.7631 -0.6779
S 0.902 -1.782 0.145 0.8459 -1.1804 -0.3838 0.7547
H 0.013 0.168 -0.806 1.6894 1.0326 -4.0326 -0.0171